DFT (wB97M-V/def2-TZVPD) results for a molecular structure, C37H53AsN5RuSSi2Te in a non-equilibrium geometry.

Summary:
frontier orbital gap (alpha / beta) = 5.96 / 6.11 eV
ΔE to the lowest compared entry with this formula, charge and spin = 34.6 kcal/mol
highest occupied orbital energy (alpha / beta) = -6.135 / -6.291 eV
energy = -5291.33158 hartree

Structure (ORCA input):
```
! wB97M-V def2-TZVPD RIJCOSX def2/J DEFGRID3
* xyz 0 2
Ru -0.47436 0.39590 -0.48196
C 0.01170 4.93235 -4.93955
C -0.89268 3.70995 -4.88287
N -0.22175 2.55884 -4.31837
C -0.46231 2.03243 -3.09235
S 0.48430 0.65862 -2.65054
N -1.37651 2.60075 -2.35727
N -1.61307 1.95483 -1.17185
C -2.55011 2.47776 -0.43759
C -3.27520 3.74391 -0.75750
C -2.95351 1.67637 0.70235
C -4.06066 2.00495 1.49094
C -4.51472 1.09852 2.42699
C -3.85935 -0.11999 2.55380
C -2.74185 -0.35484 1.77375
N -2.26432 0.51816 0.88834
H -0.52419 5.78864 -5.35050
H 0.88406 4.75020 -5.56914
H 0.36155 5.19010 -3.93998
H -1.25257 3.45093 -5.88297
H -1.76243 3.90904 -4.26110
H 0.55024 2.15381 -4.81968
H -2.82298 4.22535 -1.61836
H -3.23207 4.42419 0.09586
H -4.32733 3.55003 -0.97769
H -4.56231 2.94993 1.35123
H -5.37422 1.33394 3.04076
H -4.19460 -0.87644 3.24913
H -2.19204 -1.27362 1.86842
C -1.10342 -2.13090 3.85472
N -0.29719 -3.08327 3.11486
C -0.70450 -4.44133 3.40983
C -0.24548 -2.83554 1.68669
C 0.75717 -1.78134 1.25679
C 1.59526 -1.21874 2.21615
C 2.67459 -0.42927 1.84929
C 2.90675 -0.14982 0.51620
C 2.06293 -0.68424 -0.44769
C 0.99361 -1.54254 -0.12556
H -0.91562 -2.23982 4.92453
H -2.18523 -2.27779 3.68949
H -0.85016 -1.10668 3.57454
H -0.69619 -4.59788 4.48947
H -0.01009 -5.14888 2.95699
H -1.72058 -4.67099 3.04469
H -1.23697 -2.60392 1.26470
H 0.04996 -3.76710 1.19445
H 1.43172 -1.46867 3.25343
H 3.34623 -0.04176 2.60633
H 3.74866 0.45783 0.21511
H 2.33574 -0.55501 -1.48501
C -2.71484 -1.26301 -2.11313
Si -1.52816 -2.62972 -2.58708
C -1.18235 -2.51876 -4.42908
C -2.39863 -4.26761 -2.26852
As 0.48865 -2.97319 -1.38616
Si 2.25996 -3.03979 -2.94269
C 3.86771 -2.91282 -1.96995
C 2.08234 -4.80050 -3.59204
C 2.35987 -1.88548 -4.41722
H -3.24336 -0.96652 -3.02200
H -2.23830 -0.37216 -1.70282
H -3.44842 -1.62672 -1.39111
H -2.13464 -2.60619 -4.95873
H -0.53221 -3.31807 -4.78210
H -0.72922 -1.56200 -4.68906
H -3.31387 -4.34604 -2.85962
H -2.66234 -4.36586 -1.21402
H -1.75599 -5.11315 -2.52133
H 3.75077 -3.20572 -0.92620
H 4.27291 -1.90166 -1.98936
H 4.60535 -3.57713 -2.42768
H 2.25941 -5.52283 -2.79396
H 2.79694 -4.98998 -4.39628
H 1.08262 -4.99107 -3.98544
H 2.40686 -0.83565 -4.12598
H 1.51880 -2.00951 -5.09536
H 3.27501 -2.13918 -4.96017
Te 0.26336 2.38077 1.53175
C 0.03345 1.70543 3.51663
C -1.24147 1.78536 4.06893
C -1.48984 1.27811 5.33667
C -0.46063 0.71287 6.07429
C 0.81617 0.65013 5.53470
C 1.06193 1.13248 4.25861
C 2.21740 3.14805 1.65999
C 2.94045 3.18893 0.47130
C 4.20746 3.75201 0.44951
C 4.76373 4.26131 1.61409
C 4.04271 4.21753 2.79824
C 2.76763 3.67083 2.82341
H -2.04700 2.24592 3.50936
H -2.48855 1.33763 5.75094
H -0.65069 0.32578 7.06653
H 1.62590 0.21435 6.10633
H 2.05781 1.06133 3.84049
H 2.51621 2.76995 -0.43490
H 4.76363 3.78370 -0.47866
H 5.75566 4.69302 1.59930
H 4.47015 4.61816 3.70837
H 2.20581 3.65977 3.74891
*
```

Löwdin population analysis, charges in e, atoms 1 to 4: 0.543, -0.090, -0.253, -0.035

---

DFT (wB97M-V/def2-TZVPD) results for a molecular structure, C37H53KN11O5PSe2 in a non-equilibrium geometry.

Summary:
frontier orbital gap = 6.36 eV
ΔE to the lowest compared entry with this formula, charge and spin = 154.7 kcal/mol
highest occupied orbital energy = -6.307 eV
energy = -8164.13910 hartree

Structure (ORCA input):
```
! wB97M-V def2-TZVPD RIJCOSX def2/J DEFGRID3
* xyz 0 1
K 0.97409 -0.22831 -0.36028
N 3.39024 0.74717 -0.06544
N 3.54003 1.92559 -0.80265
C 2.58693 2.35304 -1.66713
N 2.77632 3.61979 -2.14579
N 1.56921 1.61747 -1.98724
N 0.84105 2.20028 -3.04696
O 0.24474 1.24257 -3.82812
O -0.00500 3.23914 -2.63417
H 3.14916 0.94057 0.92121
H 4.27465 0.24573 -0.07403
H 4.09566 2.67271 -0.39430
H 3.71050 3.99398 -2.11441
H 2.24410 3.82376 -2.97778
C 4.11050 -3.48614 -0.36122
O 3.17277 -3.35355 0.71098
C 2.00546 -2.83889 0.46387
O 1.62642 -2.34491 -0.57599
H 5.09818 -3.35233 0.07478
H 3.91229 -2.74625 -1.13724
H 4.02116 -4.48845 -0.78127
C -1.39391 -1.24959 3.93765
O -1.67112 -1.18011 2.55720
H -2.27904 -0.92991 4.48961
H -0.55300 -0.61173 4.21902
H -1.13983 -2.27711 4.23590
H -0.88480 -0.78921 2.14060
Se 0.92172 -2.48503 2.14282
N 1.99139 -2.54951 3.51710
C 2.55012 -1.29700 3.63763
C 3.50442 -0.89654 4.54755
C 3.93233 0.43544 4.51101
C 3.43493 1.28715 3.55621
N 2.50710 0.92831 2.64810
C 2.05243 -0.31257 2.72189
N 1.04993 -0.73679 1.89777
H 3.91521 -1.59202 5.26303
H 4.67324 0.78499 5.21541
H 3.77119 2.31688 3.48987
N 2.51986 -1.05043 -3.55820
C 3.51804 -0.68786 -4.43489
C 4.74051 -0.20325 -3.97189
C 5.75962 0.08587 -4.85666
C 5.58535 -0.10728 -6.21637
C 4.37342 -0.58691 -6.68487
C 3.35175 -0.87863 -5.80688
H 1.59178 -1.01418 -3.94951
H 2.56620 -0.61533 -2.64847
H 4.87123 -0.04995 -2.90983
H 6.70027 0.46340 -4.48371
H 6.38664 0.10723 -6.90598
H 4.22352 -0.73897 -7.74341
H 2.40533 -1.25209 -6.16884
C -4.12565 2.52361 -0.26065
C -3.44026 1.44706 0.57754
C -3.78619 0.07656 -0.00919
C -3.94039 1.47452 2.01980
P -1.52541 1.46154 0.58702
C -1.29598 1.69102 -1.22334
C -1.14916 0.57390 -1.94005
C -1.03052 0.69938 -3.43056
C -2.12995 1.63143 -3.90048
C -2.27154 2.75003 -3.21287
C -1.29302 2.95176 -2.06958
C -0.89550 3.03801 1.42913
C -1.72443 4.31736 1.34965
C -0.73012 2.61921 2.89556
C 0.50401 3.29266 0.86695
H -5.20446 2.36613 -0.22572
H -3.81257 2.45573 -1.30039
H -3.92210 3.52490 0.10316
H -4.86160 -0.08714 0.04100
H -3.29138 -0.70587 0.56444
H -3.48541 0.00970 -1.05437
H -5.01101 1.26819 2.04008
H -3.76769 2.44109 2.48589
H -3.44098 0.70207 2.60043
H -1.09133 -0.40865 -1.49484
H -1.07214 -0.26318 -3.94117
H -2.70715 1.36447 -4.76745
H -2.99136 3.51787 -3.43991
H -1.52237 3.85727 -1.50721
H -2.68452 4.20725 1.84561
H -1.88879 4.63642 0.32392
H -1.18548 5.11693 1.85781
H -1.67073 2.30963 3.34293
H -0.33341 3.44954 3.47750
H -0.02710 1.79148 2.95957
H 0.48597 3.60277 -0.17540
H 1.10748 2.39209 0.96872
H 0.98947 4.08159 1.44090
C -2.55728 -3.99465 -0.99065
N -2.46780 -4.07282 0.43883
C -1.41914 -4.56156 1.14212
Se 0.11195 -5.25734 0.49231
N -1.71185 -4.46644 2.46172
C -2.94339 -3.88057 2.61945
C -3.68500 -3.54707 3.73750
C -4.91708 -2.95332 3.52474
C -5.39549 -2.70994 2.24164
C -4.66394 -3.04545 1.11597
C -3.42842 -3.63425 1.32288
H -1.67844 -4.47484 -1.42169
H -2.59562 -2.95085 -1.31261
H -3.45557 -4.51116 -1.33388
H -1.05630 -4.73498 3.18175
H -3.31105 -3.72780 4.73146
H -5.51955 -2.66598 4.37304
H -6.36016 -2.24216 2.12199
H -5.03742 -2.84734 0.12330
*
```

Löwdin population analysis, charges in e, atoms 1 to 4: 0.714, 0.002, -0.018, -0.469